67
Properties=species:S:1:pos:R:3:forces:R:3 method="wB97M-V/def2-TZVPD" de_lowest_kcal_mol=0.0 spin_multiplicity=2 total_charge=+4 energy_ha=-5889.1043
Cr 0.08314 -0.34333 0.00836 0.06 -0.25 0.10
C 0.47873 0.26115 -3.50613 0.11 -0.07 -0.04
C 1.18714 1.28589 -2.66384 -0.03 -0.03 0.08
C 2.69257 1.16939 -2.73532 -0.02 -0.03 0.01
C 0.68158 2.68996 -2.91954 0.01 0.01 -0.07
O 0.82075 0.97842 -1.15768 0.13 0.21 -0.02
Ge 1.36380 2.31745 0.09369 0.00 0.01 -0.03
O 1.35635 -1.28706 0.15729 -0.66 0.49 0.07
C 2.77631 -2.28963 0.34394 0.93 -0.52 -0.02
C 2.41713 -3.16569 1.49537 -0.16 0.08 0.03
C 3.79778 -1.22978 0.61027 -0.13 0.01 0.00
C 2.85897 -2.94898 -0.99471 -0.14 0.11 -0.03
O 0.60936 1.06419 1.26708 -0.01 0.01 0.10
C 0.50367 1.36619 2.80164 0.00 0.01 0.02
C 1.21554 2.68690 3.01792 0.01 0.00 -0.04
C 1.20726 0.23401 3.51109 -0.05 -0.04 -0.06
C -0.96943 1.46612 3.12207 -0.01 -0.03 -0.06
H 0.68586 0.48555 -4.55388 -0.07 0.01 -0.01
H -0.60393 0.28854 -3.36860 0.01 0.03 -0.02
H 0.87319 -0.74182 -3.33084 -0.01 0.02 0.00
H 3.01447 1.38721 -3.75595 0.02 0.01 0.01
H 3.03050 0.16050 -2.49132 -0.01 0.03 -0.01
H 3.19438 1.89260 -2.08567 0.02 0.01 -0.03
H 0.82070 2.91507 -3.97945 0.00 0.01 0.01
H 1.24781 3.45782 -2.38426 -0.02 -0.02 0.03
H -0.38388 2.78189 -2.70541 0.00 -0.01 0.01
H 2.20117 -2.60274 2.40179 0.02 0.01 0.02
H 3.30774 -3.77146 1.70107 0.01 0.01 -0.02
H 1.60916 -3.85682 1.26127 0.00 -0.02 -0.02
H 3.62590 -0.70859 1.54907 0.01 0.00 0.04
H 3.89791 -0.53140 -0.21858 0.02 0.00 -0.04
H 4.75533 -1.75762 0.70105 -0.01 0.01 0.01
H 2.01679 -3.61098 -1.18765 0.01 -0.03 0.00
H 3.76026 -3.57214 -0.96933 0.01 0.00 0.01
H 2.98463 -2.23310 -1.80730 0.02 -0.04 0.03
H 2.27250 2.64883 2.73652 0.00 0.00 0.00
H 1.19393 2.91448 4.08626 0.00 -0.01 -0.01
H 0.71825 3.52790 2.52410 -0.01 -0.02 -0.02
H 2.27102 0.21491 3.27768 0.03 0.00 0.00
H 0.75998 -0.73633 3.28286 0.01 0.03 0.03
H 1.10919 0.38358 4.58748 0.02 -0.01 0.00
H -1.45092 2.25365 2.54307 0.00 0.01 0.00
H -1.08206 1.71843 4.17741 0.01 -0.01 0.00
H -1.49517 0.52525 2.96013 -0.02 -0.01 0.01
O -2.97818 -6.53048 0.03585 0.06 -0.01 0.02
C -2.48693 -5.47932 0.03868 -0.12 0.06 -0.08
S -1.89371 -4.63397 -1.49282 0.04 -0.06 0.01
C -1.36284 -3.23762 -0.72495 -0.16 0.09 -0.07
C -1.56084 -3.14026 0.76067 0.29 -0.16 0.08
S -1.11121 -1.78529 1.60116 0.02 0.04 -0.07
S -2.24224 -4.46331 1.54911 -0.06 0.04 0.03
S -0.75032 -1.96954 -1.60864 -0.04 -0.08 0.05
C -2.51586 3.16082 -0.18207 0.03 0.00 0.04
N -3.32164 1.96859 -0.45240 -0.02 -0.06 0.00
C -4.74631 2.23961 -0.75612 -0.01 0.01 0.00
C -2.84928 0.75591 -0.40682 0.05 0.05 0.00
C -3.76088 -0.40346 -0.64526 0.00 -0.04 0.01
O -1.58594 0.56617 -0.15546 -0.14 0.06 -0.07
H -3.00832 3.74726 0.59298 -0.01 0.00 -0.01
H -2.44567 3.76705 -1.08423 0.00 -0.01 -0.01
H -1.52914 2.86782 0.16262 0.02 0.00 0.00
H -4.82901 3.27789 -1.06435 0.00 -0.01 0.00
H -5.35696 2.08557 0.13326 0.01 0.00 0.01
H -5.09519 1.60762 -1.56696 0.00 0.00 -0.02
H -4.70812 -0.27073 -0.12489 -0.01 -0.01 0.00
H -3.29564 -1.32091 -0.30061 -0.04 0.06 0.00
H -3.98115 -0.49781 -1.71171 -0.01 0.01 -0.01